Entry from OMol25: C27H31MnN8O4S3 as an isolated structure (ωB97M-V with the def2-TZVPD basis set).

As for the expectation value of S²: 8.7553. The energy above the lowest of the compared OMol25 structures with the same formula, charge and spin is 120.43 kJ/mol. The value obtained for the lowest unoccupied orbital energy (alpha / beta) is -2.8 / -2.8 eV. The orbital gap (alpha / beta) comes out at 7.47 / 7.47 eV. As for the charge: +1. Its spin multiplicity is 6.

```
74
Properties=species:S:1:pos:R:3:mulliken_spin:R:1
Mn 0.20107 -0.68701 -0.82250 4.802
O -2.71451 2.14672 -0.41075 0.024
C -1.81940 1.31636 -0.30905 0.020
N -1.49018 0.36239 -1.16564 -0.020
C -2.28273 0.30129 -2.34378 -0.020
C -1.58741 -0.58179 -3.41015 0.026
C -2.16524 -0.63524 -4.73414 0.001
C -1.62034 -1.46145 -5.69639 0.000
C -0.53559 -2.21460 -5.34022 0.004
C -0.04222 -2.08993 -4.06407 0.027
N -0.52415 -1.28143 -3.08793 -0.019
C -0.98230 1.32930 0.96606 0.057
C -1.38746 2.14005 2.06899 0.008
C -0.77143 2.03863 3.25659 0.002
C 0.34450 1.17142 3.37123 -0.004
C 0.62806 0.38627 2.28935 0.062
N -0.03511 0.38169 1.12231 -0.121
H -2.37994 1.33157 -2.67174 0.000
H -3.27070 -0.11202 -2.12976 -0.002
H -3.00207 0.11847 -4.88115 0.001
H -2.00636 -1.55014 -6.68914 0.000
H -0.13723 -2.90738 -6.01334 0.000
H 0.78734 -2.66733 -3.72384 -0.003
H -2.26018 2.75184 1.98608 0.001
H -1.16401 2.50963 4.13398 0.000
H 1.01823 1.05856 4.20882 0.000
H 1.48606 -0.31936 2.22869 0.009
S 0.84022 -3.18280 -0.43068 -0.005
C -0.14979 -2.90092 0.94826 0.044
N -1.47636 -2.65244 0.75590 0.018
C -2.24259 -2.07306 1.73480 0.017
C -1.68633 -1.98206 3.00118 0.004
C -0.37998 -2.54811 3.12213 -0.003
N 0.38872 -2.95098 2.17210 0.006
H -1.92614 -2.72963 -0.20254 -0.044
H -3.24997 -1.72784 1.47010 0.000
H -2.16049 -1.52942 3.83658 0.000
H -0.06227 -2.81231 4.11919 0.000
N 4.95820 4.39863 5.21700 0.000
C 4.64244 2.94247 5.39388 0.000
C 4.39610 2.18912 4.13356 0.000
O 4.98868 2.84912 3.09621 0.000
O 3.83693 1.10813 4.04169 0.000
H 5.64390 4.64158 5.86096 0.000
H 4.16380 4.95290 5.31623 0.000
H 5.27090 3.71914 3.47675 0.000
H 3.77741 2.68685 6.00554 0.000
H 5.55402 2.42918 5.72689 0.000
C -4.58386 -4.36021 -2.55917 0.000
S -2.86763 -3.79648 -2.76113 0.002
C -2.00450 -5.24497 -2.22206 0.001
O -2.71371 -2.72920 -1.71195 0.020
H -4.80117 -4.84959 -1.57007 0.000
H -4.82268 -5.02218 -3.35779 0.000
H -5.16356 -3.46210 -2.66642 0.000
H -2.20544 -6.01001 -2.94533 0.000
H -2.25121 -5.57743 -1.18787 0.000
H -0.87738 -5.04483 -2.21203 0.000
N 3.38768 -0.09835 0.76528 0.020
C 2.79930 0.92793 0.09601 -0.012
N 1.90803 0.79149 -0.87840 0.083
C 1.41520 2.02122 -1.24441 -0.001
C 0.50731 2.17113 -2.31552 -0.001
C 0.02234 3.45342 -2.44972 0.001
C 0.36701 4.55021 -1.61361 0.000
C 1.23235 4.33608 -0.52373 0.002
C 1.79913 3.06324 -0.35727 -0.014
S 3.04752 2.52351 0.69487 0.003
H 3.52871 -0.98733 0.21389 0.000
H 4.10568 0.10521 1.53926 0.000
H 0.22276 1.32688 -2.91283 0.008
H -0.77682 3.61520 -3.18252 0.000
H -0.04626 5.53224 -1.72115 0.000
H 1.35709 5.10084 0.14939 0.000
```